1.
Here is 2 unconnected molecules or ions with the total composition C3H8NO5 at a distorted geometry from OMol25. Energies are from ωB97M-V/def2-TZVPD.

**HOMO level (alpha / beta)**: -0.2591 / -0.3988 Eh
**Strongest force on any atom**: 0.049 hartree/bohr
**Energy above the lowest of the compared OMol25 structures with the same formula, charge and spin**: 0.0 kcal per mole
**HOMO-LUMO gap (alpha / beta)**: 7.20 / 11.00 eV
**Electronic energy**: -14961.60444 eV
**⟨S²⟩**: 0.753

The geometry in ORCA input format:
```
! RIJCOSX wB97M-V def2-TZVPD def2/J DEFGRID3
* xyz 0 2
N 2.5311 0.9556 -0.0176
O 3.4859 1.6886 -0.0869
O 1.2603 1.5810 0.2184
O 2.4589 -0.2702 -0.1159
H 0.7361 0.7863 0.3549
C -0.8214 -0.6782 0.1347
C -1.3450 -0.2684 1.4683
O -0.4289 -0.7124 2.4462
O -1.2192 -0.0329 -0.9338
C -0.6395 -0.2861 -2.2339
H 0.1095 -1.2433 0.0753
H -1.4714 0.8355 1.5329
H -2.3136 -0.8058 1.4800
H -0.8092 -0.5744 3.3302
H -1.3951 0.0560 -2.9443
H 0.2717 0.3201 -2.3360
H -0.4101 -1.3515 -2.3724
*
```


2.
Here is 7 unconnected molecules or ions with the total composition C25H34Cl2O22 at a distorted geometry from OMol25. Energies are from ωB97M-V/def2-TZVPD.

**HOMO level**: -0.3442 Eh
**Strongest force on any atom**: 0.074 hartree/bohr
**SMILES**: C/C(Cl)=C(\Cl)OC(=O)OC[C@@H](C)O.O=C1OCCO1.O=C1OCCO1.O=C1OCCO1.O=C1OCCO1.O=C1OCCO1.O=C1OCCO1
**HOMO-LUMO gap**: 9.36 eV
**Electronic energy**: -96565.14380 eV

The geometry in ORCA input format:
```
! RIJCOSX wB97M-V def2-TZVPD def2/J DEFGRID3
* xyz 0 1
C 3.4113 2.4199 1.9139
C 2.1381 1.6948 2.1029
Cl 2.2539 0.2994 3.1029
C 0.9710 2.0255 1.5673
Cl 0.8535 3.3917 0.5388
O -0.1469 1.2775 1.8706
C -1.1244 1.2181 0.9383
O -0.9333 1.0250 -0.2416
O -2.3502 1.3014 1.4493
C -2.5116 2.1778 2.5934
C -3.9834 2.3062 2.8703
C -4.6786 3.2602 1.8972
O -4.6194 1.0565 2.9436
H 3.4144 3.3710 2.4277
H 3.6299 2.5714 0.8646
H 4.2040 1.8094 2.3227
H -2.1075 3.1489 2.3416
H -2.0155 1.7665 3.4585
H -4.0752 2.7436 3.8551
H -5.6545 2.8913 1.6332
H -4.8026 4.2252 2.3698
H -4.0920 3.4339 1.0028
H -4.2954 0.4809 2.2479
O -5.5917 -0.2988 -1.4542
C -4.8097 -1.1103 -1.0814
O -4.4107 -1.2544 0.2040
C -3.6488 -2.4663 0.3004
C -3.1638 -2.6551 -1.1189
O -4.1958 -2.0114 -1.8799
H -2.8387 -2.3542 1.0160
H -4.3090 -3.2694 0.6309
H -2.2183 -2.1479 -1.3062
H -3.0690 -3.6987 -1.4047
O 6.0756 1.9510 3.0745
C 6.5123 0.8500 3.2105
O 6.9188 0.3196 4.3813
C 7.1292 -1.0882 4.1775
C 7.3799 -1.1653 2.6890
O 6.6394 -0.0366 2.2035
H 7.9676 -1.4394 4.7725
H 6.2277 -1.6248 4.4752
H 8.4324 -1.0298 2.4327
H 7.0149 -2.0855 2.2422
O 5.9773 -2.9703 2.1475
C 5.1609 -2.8400 1.2879
O 4.1275 -1.9759 1.3474
C 3.5135 -1.9266 0.0514
C 3.9120 -3.2561 -0.5459
O 5.1534 -3.5258 0.1285
H 2.4365 -1.8027 0.1416
H 3.9262 -1.0836 -0.4933
H 3.2038 -4.0517 -0.3098
H 4.0539 -3.2149 -1.6208
O 1.3895 -3.8963 -2.0917
C 0.8325 -2.9821 -2.6013
O 1.4260 -2.0701 -3.4069
C 0.4050 -1.2576 -3.9962
C -0.7296 -1.4028 -3.0070
O -0.4861 -2.7012 -2.4491
H 0.7464 -0.2315 -4.1052
H 0.1578 -1.6571 -4.9813
H -0.6856 -0.6664 -2.2041
H -1.7095 -1.3605 -3.4772
O 5.5797 -0.8282 -2.2801
C 5.0874 0.2114 -2.5673
O 5.7384 1.2343 -3.1674
C 4.7733 2.2206 -3.5449
C 3.6355 1.9425 -2.5846
O 3.7927 0.5437 -2.3266
H 5.1864 3.2199 -3.4405
H 4.4921 2.0569 -4.5868
H 3.7362 2.4883 -1.6447
H 2.6560 2.1471 -3.0093
O -11.0328 2.4646 -2.3596
C -10.2578 1.6536 -1.9770
O -9.8550 1.5216 -0.6875
C -9.1072 0.3058 -0.5761
C -8.6242 0.0940 -1.9925
O -9.6505 0.7342 -2.7648
H -8.2943 0.4152 0.1370
H -9.7765 -0.4876 -0.2365
H -7.6747 0.5869 -2.1856
H -8.5396 -0.9550 -2.2632
*
```


3.
Here is 3 unconnected molecules or ions with the total composition C33H38N2O8S at a distorted geometry from OMol25. Energies are from ωB97M-V/def2-TZVPD.

**HOMO level**: -0.3390 Eh
**Strongest force on any atom**: 0.131 hartree/bohr
**SMILES**: CCOCCOCCOC[C@@]1(c2ccccc2)OS(=O)(=O)O[C@H]1CC(=O)c1ccccc1.c1ccncc1.c1ccncc1
**HOMO-LUMO gap**: 8.64 eV
**Electronic energy**: -65018.24985 eV

The geometry in ORCA input format:
```
! RIJCOSX wB97M-V def2-TZVPD def2/J DEFGRID3
* xyz 0 1
C 5.5257 -0.5290 0.7226
C 4.2140 -1.1009 0.0028
O 4.4388 -1.5444 -1.3638
C 3.3421 -1.1815 -2.2380
C 2.0162 -2.1055 -2.0105
O 1.2340 -1.4828 -0.9656
C 0.8210 -2.4008 0.0657
C -0.7601 -2.6664 0.1429
O -1.4974 -1.5548 0.7520
C -2.8167 -2.1015 1.0125
C -3.9550 -0.9909 1.2613
C -5.1180 -1.0628 0.1559
C -6.6149 -1.0821 0.5960
C -7.7693 -1.1204 -0.4642
C -7.4566 -1.1460 -2.0047
C -5.9621 -1.1638 -2.4345
C -4.8104 -1.1197 -1.3734
O -4.5159 -1.4230 2.5686
S -3.4646 -0.7282 3.7056
O -2.2244 -1.5158 4.0623
O -4.0778 -0.2198 4.9783
O -2.8233 0.5712 2.8366
C -3.5447 0.5254 1.5750
C -3.0510 1.4754 0.3549
C -1.8270 2.4249 0.7482
O -1.7918 3.1424 1.7974
C -0.5583 2.5447 -0.2341
C -0.2957 1.3788 -1.2462
C 0.9000 1.4666 -2.2543
C 1.8384 2.7135 -2.2234
C 1.5838 3.8630 -1.1781
C 0.3885 3.8021 -0.1740
H 5.2954 -0.2247 1.8030
H 5.8106 0.4404 0.1601
H 6.3804 -1.2873 0.7546
H 3.4415 -0.2456 -0.0086
H 3.7277 -1.9889 0.5694
H 3.7195 -1.3700 -3.3172
H 3.0925 -0.0730 -2.1231
H 1.4361 -2.0352 -3.0029
H 2.4119 -3.1482 -1.7737
H 1.3370 -3.4182 0.0594
H 1.1063 -1.9069 1.0757
H -0.8899 -3.6039 0.8140
H -1.1615 -2.9040 -0.9014
H -2.7971 -2.8258 1.8943
H -3.1122 -2.7086 0.0736
H -6.8730 -1.0693 1.7161
H -8.8758 -1.1131 -0.1765
H -8.3288 -1.1573 -2.7466
H -5.7102 -1.2039 -3.5457
H -3.7151 -1.1340 -1.7305
H -4.5773 1.0029 1.8064
H -2.8424 0.7748 -0.5249
H -3.9202 2.1678 0.0352
H -0.9331 0.4334 -1.3056
H 1.0636 0.6097 -2.9978
H 2.6926 2.7303 -2.9825
H 2.3395 4.7321 -1.2062
H 0.2448 4.6582 0.5649
C 6.2023 -6.2963 -0.9790
C 6.6311 -6.7820 -2.2062
C 6.5766 -5.9353 -3.3017
N 6.1288 -4.6701 -3.2475
C 5.7178 -4.2248 -2.0475
C 5.7363 -4.9920 -0.8932
H 6.2309 -6.9284 -0.0979
H 6.9997 -7.7951 -2.3094
H 6.9036 -6.2681 -4.2816
H 5.3584 -3.1996 -2.0310
H 5.3946 -4.5805 0.0488
C -0.9686 7.1492 1.6927
C -1.2195 6.2094 2.6824
C -1.0967 6.6035 4.0055
N -0.7448 7.8421 4.3874
C -0.5061 8.7309 3.4097
C -0.6050 8.4376 2.0593
H -1.0554 6.8803 0.6450
H -1.5044 5.1945 2.4320
H -1.2853 5.9064 4.8154
H -0.2218 9.7228 3.7464
H -0.4025 9.1961 1.3131
*
```